(1)
The following is a quantum chemistry calculation of a structure of composition C42H41BCl3N3O2 at a distorted geometry, from the Open Molecules 2025 dataset.

Results
LUMO   -0.51 eV
Net charge   0
Frontier orbital gap   6.77 eV

Element x y z (Å)
Cl (-2.315, 0.301, 3.265)
B (-1.659, -0.730, 1.837)
Cl (-2.802, -0.531, 0.342)
Cl (0.018, -0.028, 1.342)
O (-1.621, -2.118, 2.264)
C (-0.585, -2.956, 2.228)
C (-0.322, -3.296, 0.748)
C (-1.298, -3.323, -0.276)
C (-0.984, -3.095, -1.631)
C (0.317, -2.817, -2.051)
C (1.311, -2.815, -1.061)
C (1.010, -3.129, 0.279)
H (0.337, -2.685, 2.840)
H (-2.349, -3.454, -0.068)
H (-1.770, -3.063, -2.396)
H (0.575, -2.615, -3.099)
H (2.339, -2.531, -1.327)
H (1.817, -3.127, 1.020)
C (-5.757, -0.462, 3.094)
C (-5.511, -1.925, 3.323)
C (-6.136, -2.583, 4.392)
C (-5.782, -3.909, 4.718)
C (-6.452, -4.577, 5.891)
C (-4.755, -4.508, 3.958)
N (-3.898, -5.502, 4.513)
C (-4.316, -6.712, 5.044)
C (-5.548, -7.390, 4.689)
C (-6.036, -8.352, 5.606)
C (-7.276, -8.940, 5.379)
C (-8.002, -8.627, 4.222)
C (-7.481, -7.738, 3.278)
C (-6.253, -7.123, 3.501)
N (-3.413, -7.191, 5.851)
N (-2.347, -6.285, 5.836)
C (-1.255, -6.721, 6.675)
C (-0.830, -8.050, 6.464)
C (-1.187, -8.816, 5.242)
C (-0.094, -8.700, 7.453)
C (0.238, -8.074, 8.659)
C (0.983, -8.822, 9.727)
C (-0.183, -6.760, 8.863)
C (-0.933, -6.076, 7.898)
C (-1.436, -4.716, 8.256)
C (-2.617, -5.266, 4.985)
C (-1.817, -4.094, 4.513)
O (-1.193, -4.217, 3.353)
C (-1.718, -2.885, 5.334)
C (-0.447, -2.160, 5.282)
C (-2.814, -2.341, 6.090)
C (-3.721, -3.145, 6.810)
C (-4.687, -2.604, 7.672)
C (-4.878, -1.217, 7.737)
C (-4.007, -0.390, 7.013)
C (-2.964, -0.935, 6.279)
C (-4.415, -4.014, 2.690)
C (-3.779, -4.907, 1.687)
C (-4.691, -2.663, 2.456)
H (-4.829, 0.018, 2.744)
H (-6.544, -0.298, 2.337)
H (-6.071, 0.023, 4.033)
H (-6.854, -2.046, 5.035)
H (-5.730, -4.967, 6.624)
H (-7.081, -3.837, 6.409)
H (-7.087, -5.414, 5.562)
H (-5.434, -8.574, 6.490)
H (-7.675, -9.642, 6.109)
H (-8.974, -9.084, 4.046)
H (-8.024, -7.509, 2.361)
H (-5.836, -6.418, 2.782)
H (-0.648, -9.765, 5.264)
H (-2.254, -9.040, 5.231)
H (-0.929, -8.320, 4.303)
H (0.194, -9.743, 7.299)
H (1.245, -8.152, 10.552)
H (0.383, -9.646, 10.134)
H (1.901, -9.260, 9.320)
H (0.023, -6.259, 9.816)
H (-0.862, -4.330, 9.112)
H (-1.340, -3.994, 7.433)
H (-2.492, -4.756, 8.565)
H (-0.301, -1.617, 6.222)
H (0.399, -2.846, 5.150)
H (-0.436, -1.420, 4.467)
H (-3.624, -4.237, 6.743)
H (-5.327, -3.270, 8.276)
H (-5.687, -0.790, 8.348)
H (-4.146, 0.695, 7.029)
H (-2.251, -0.277, 5.787)
H (-3.679, -4.374, 0.749)
H (-2.788, -5.222, 2.020)
H (-4.386, -5.792, 1.481)
H (-4.272, -2.172, 1.573)

=====

(2)
The following is a quantum chemistry calculation of a structure of composition C41H41AsN2O5S3Zr at a distorted geometry, from the Open Molecules 2025 dataset.

Results
LUMO   -5.37 eV
Net charge   +2
ΔE to the lowest compared entry with this formula, charge and spin   6.1 kcal/mol
Frontier orbital gap   7.76 eV

Element x y z (Å)
Zr (1.830, 1.180, 1.370)
N (4.173, 1.918, 1.756)
C (4.185, 2.199, 3.228)
C (3.000, 3.142, 3.408)
O (3.153, 4.296, 3.723)
N (1.817, 2.566, 2.976)
C (0.832, 3.564, 2.512)
C (0.632, 3.503, 0.972)
O (-0.373, 3.803, 0.400)
O (1.739, 2.960, 0.368)
H (4.062, 2.823, 1.293)
H (5.080, 1.587, 1.448)
H (4.040, 1.258, 3.762)
H (5.065, 2.732, 3.582)
H (-0.129, 3.441, 3.005)
H (1.220, 4.565, 2.728)
C (2.117, -1.484, -7.041)
C (1.756, -1.131, -5.629)
C (2.436, -1.714, -4.554)
C (2.133, -1.384, -3.249)
C (1.131, -0.449, -3.014)
C (0.451, 0.162, -4.059)
C (0.763, -0.196, -5.364)
S (0.617, 0.053, -1.411)
O (1.927, 0.150, -0.561)
C (-0.153, -1.425, -0.789)
C (0.627, -2.547, -0.422)
C (-0.002, -3.664, 0.028)
C (-1.421, -3.723, 0.127)
C (-2.074, -4.883, 0.602)
C (-3.436, -4.918, 0.699)
C (-4.206, -3.795, 0.326)
C (-3.602, -2.659, -0.131)
C (-2.192, -2.599, -0.240)
C (-1.521, -1.419, -0.684)
C (-2.281, -0.167, -0.956)
C (-2.849, 0.059, -2.239)
C (-2.801, -0.927, -3.261)
C (-3.348, -0.672, -4.484)
C (-3.956, 0.577, -4.752)
C (-4.016, 1.540, -3.788)
C (-3.467, 1.301, -2.503)
C (-3.531, 2.280, -1.480)
C (-3.003, 2.050, -0.246)
C (-2.366, 0.812, 0.011)
S (-1.693, 0.346, 1.582)
O (-0.171, 0.762, 1.566)
C (-2.454, 1.350, 2.783)
C (-3.148, 0.621, 3.746)
C (-3.841, 1.299, 4.739)
C (-3.832, 2.686, 4.793)
C (-4.564, 3.425, 5.870)
C (-3.116, 3.397, 3.820)
C (-2.437, 2.749, 2.814)
H (2.579, -2.468, -7.099)
H (2.828, -0.759, -7.440)
H (1.239, -1.473, -7.684)
H (3.213, -2.441, -4.754)
H (2.670, -1.848, -2.433)
H (-0.310, 0.907, -3.866)
H (0.234, 0.272, -6.184)
H (1.702, -2.503, -0.497)
H (0.570, -4.535, 0.320)
H (-1.481, -5.743, 0.886)
H (-3.932, -5.807, 1.061)
H (-5.284, -3.843, 0.396)
H (-4.202, -1.806, -0.421)
H (-2.336, -1.885, -3.063)
H (-3.322, -1.428, -5.257)
H (-4.381, 0.763, -5.729)
H (-4.486, 2.494, -3.988)
H (-4.016, 3.224, -1.690)
H (-3.084, 2.805, 0.516)
H (-3.141, -0.461, 3.725)
H (-4.385, 0.737, 5.487)
H (-5.156, 2.752, 6.486)
H (-5.229, 4.175, 5.439)
H (-3.860, 3.950, 6.518)
H (-3.103, 4.479, 3.858)
H (-1.905, 3.309, 2.056)
C (4.425, -3.343, 0.706)
As (4.474, -1.505, 1.242)
C (5.977, -1.387, 2.425)
C (4.949, -0.551, -0.371)
S (2.719, -1.072, 2.430)
H (5.420, -3.617, 0.350)
H (3.701, -3.493, -0.092)
H (4.160, -3.960, 1.563)
H (6.884, -1.622, 1.868)
H (5.829, -2.114, 3.223)
H (6.049, -0.395, 2.869)
H (4.729, -1.215, -1.204)
H (6.024, -0.384, -0.300)
H (4.429, 0.388, -0.528)

=====

(3)
The following is a quantum chemistry calculation of a cluster of 2 separate species, C3H5NOS in total at a distorted geometry, from the Open Molecules 2025 dataset.

Results
LUMO   -0.12 eV
Net charge   0
ΔE to the lowest compared entry with this formula, charge and spin   110.9 kcal/mol
Frontier orbital gap   8.12 eV

Element x y z (Å)
C (1.993, 0.830, 0.044)
C (1.636, -1.583, 0.083)
C (-2.201, 1.371, 0.097)
N (1.895, -0.360, -0.088)
O (-2.609, -1.147, 0.003)
S (-1.572, -0.120, -0.081)
H (2.512, 1.482, -0.632)
H (0.756, -2.020, -0.350)
H (-1.510, 2.189, 0.049)
H (-3.239, 1.569, 0.272)
H (2.339, -2.211, 0.602)

=====

(4)
The following is a quantum chemistry calculation of a structure of composition C11H10N3O6PdS, from the Open Molecules 2025 dataset.

Results
LUMO (alpha / beta)   2.46 / 1.87 eV
Expectation value of S²   2.007
Net charge   -1
Frontier orbital gap (alpha / beta)   7.55 / 7.15 eV
Spin multiplicity   3

Element x y z (Å)
Pd (0.245, 0.008, -0.125)
N (0.084, -1.369, -1.985)
C (-1.242, -1.158, -2.578)
C (-2.295, -1.041, -1.488)
O (-3.457, -1.403, -1.713)
N (-1.804, -0.541, -0.364)
C (-2.652, -0.436, 0.796)
C (-1.920, 0.285, 1.909)
O (-2.532, 0.669, 2.894)
O (-0.636, 0.414, 1.746)
H (0.847, -1.174, -2.627)
H (0.190, -2.324, -1.663)
H (-1.541, -1.956, -3.257)
H (-1.220, -0.222, -3.138)
H (-2.908, -1.430, 1.184)
H (-3.594, 0.072, 0.587)
O (3.272, 1.601, -3.340)
S (3.217, 0.422, -2.523)
O (2.962, -0.833, -3.192)
N (2.211, 0.592, -1.264)
C (2.863, 0.567, -0.089)
O (2.261, 0.570, 0.989)
C (4.347, 0.455, -0.220)
C (5.299, 0.439, 0.781)
C (6.630, 0.299, 0.404)
C (6.983, 0.174, -0.939)
C (6.018, 0.187, -1.940)
C (4.703, 0.326, -1.547)
H (4.994, 0.533, 1.815)
H (7.404, 0.286, 1.161)
H (8.025, 0.065, -1.209)
H (6.291, 0.090, -2.983)

=====

(5)
The following is a quantum chemistry calculation of a structure of composition C50H51BrGeIN3O2PV at a distorted geometry, from the Open Molecules 2025 dataset.

Results
LUMO (alpha / beta)   -6.50 / -6.12 eV
Expectation value of S²   2.024
Net charge   +2
Frontier orbital gap (alpha / beta)   6.13 / 6.53 eV
Spin multiplicity   3

Element x y z (Å)
V (-0.598, 0.013, 0.039)
I (-3.996, -0.328, -0.110)
C (-3.361, -1.151, -1.911)
C (-4.213, -1.041, -2.977)
C (-3.793, -1.398, -4.276)
C (-2.506, -1.792, -4.484)
C (-1.616, -1.927, -3.394)
C (-0.266, -2.309, -3.636)
C (0.630, -2.466, -2.624)
C (0.173, -2.341, -1.299)
C (-1.129, -1.975, -0.967)
C (-2.043, -1.675, -2.064)
H (-5.213, -0.655, -2.831)
H (-4.488, -1.321, -5.101)
H (-2.148, -2.007, -5.484)
H (0.039, -2.476, -4.663)
H (1.657, -2.737, -2.828)
H (0.852, -2.640, -0.505)
Br (3.314, 1.813, 3.791)
C (1.692, 1.097, 4.434)
C (1.440, 1.030, 5.796)
C (0.224, 0.517, 6.237)
C (-0.728, 0.075, 5.331)
C (-0.455, 0.147, 3.970)
C (0.759, 0.654, 3.522)
C (-1.454, -0.376, 3.022)
O (-2.504, -0.868, 3.244)
O (-1.069, -0.181, 1.660)
H (2.181, 1.372, 6.505)
H (0.025, 0.463, 7.299)
H (-1.676, -0.325, 5.666)
H (0.981, 0.713, 2.465)
C (0.898, 3.316, 0.235)
P (-0.734, 2.513, 0.165)
C (-1.625, 3.149, 1.606)
C (-3.004, 3.348, 1.533)
C (-3.688, 3.868, 2.622)
C (-3.002, 4.183, 3.788)
C (-1.634, 3.967, 3.872)
C (-0.943, 3.453, 2.783)
C (-1.546, 3.242, -1.275)
C (-2.251, 2.451, -2.178)
C (-2.928, 3.030, -3.245)
C (-2.897, 4.406, -3.412)
C (-2.195, 5.205, -2.515)
C (-1.527, 4.628, -1.448)
H (0.779, 4.352, 0.548)
H (1.354, 3.287, -0.755)
H (1.557, 2.817, 0.947)
H (-3.545, 3.111, 0.624)
H (-4.755, 4.038, 2.555)
H (-3.535, 4.606, 4.630)
H (-1.099, 4.207, 4.782)
H (0.128, 3.307, 2.861)
H (-2.297, 1.374, -2.054)
H (-3.485, 2.408, -3.934)
H (-3.426, 4.862, -4.238)
H (-2.177, 6.279, -2.644)
H (-1.003, 5.264, -0.745)
C (-3.070, -6.295, 3.867)
C (-3.029, -4.906, 3.242)
C (-3.557, -4.901, 1.809)
C (-3.453, -3.531, 1.112)
Ge (-1.618, -3.228, 0.621)
C (-0.151, -3.087, 1.904)
C (0.675, -4.377, 1.941)
C (1.773, -4.328, 2.998)
C (2.594, -5.611, 3.055)
H (-2.692, -6.286, 4.890)
H (-2.465, -7.002, 3.294)
H (-4.090, -6.681, 3.894)
H (-2.000, -4.536, 3.261)
H (-3.620, -4.208, 3.841)
H (-4.611, -5.192, 1.819)
H (-3.035, -5.667, 1.226)
H (-3.845, -2.736, 1.745)
H (-4.011, -3.534, 0.173)
H (-1.253, -4.522, -0.155)
H (-0.564, -2.899, 2.897)
H (0.497, -2.235, 1.675)
H (1.118, -4.574, 0.959)
H (0.016, -5.227, 2.147)
H (1.314, -4.142, 3.974)
H (2.431, -3.476, 2.791)
H (1.962, -6.469, 3.289)
H (3.371, -5.556, 3.816)
H (3.081, -5.810, 2.097)
N (5.441, 2.183, -3.112)
C (6.038, 2.869, -4.149)
C (7.352, 3.311, -4.346)
C (7.589, 3.991, -5.514)
C (6.567, 4.230, -6.465)
C (5.284, 3.790, -6.263)
C (5.020, 3.094, -5.074)
N (3.830, 2.556, -4.615)
C (4.126, 2.027, -3.460)
C (3.118, 1.392, -2.615)
C (3.386, 0.894, -1.342)
C (2.358, 0.393, -0.576)
N (1.091, 0.340, -1.019)
C (0.838, 0.763, -2.282)
C (1.806, 1.298, -3.088)
H (5.905, 1.840, -2.290)
H (8.139, 3.128, -3.626)
H (8.587, 4.356, -5.717)
H (6.813, 4.772, -7.367)
H (4.498, 3.965, -6.984)
H (4.382, 0.903, -0.920)
H (2.540, 0.025, 0.427)
H (-0.181, 0.667, -2.644)
H (1.572, 1.656, -4.082)

=====

> The lowest net charge belongs to which entry?

C11H10N3O6PdS

=====

Please write out number 4 again, unchanged.
The following is a quantum chemistry calculation of a structure of composition C11H10N3O6PdS, from the Open Molecules 2025 dataset.

Results
LUMO (alpha / beta)   2.46 / 1.87 eV
Expectation value of S²   2.007
Net charge   -1
Frontier orbital gap (alpha / beta)   7.55 / 7.15 eV
Spin multiplicity   3

Element x y z (Å)
Pd (0.245, 0.008, -0.125)
N (0.084, -1.369, -1.985)
C (-1.242, -1.158, -2.578)
C (-2.295, -1.041, -1.488)
O (-3.457, -1.403, -1.713)
N (-1.804, -0.541, -0.364)
C (-2.652, -0.436, 0.796)
C (-1.920, 0.285, 1.909)
O (-2.532, 0.669, 2.894)
O (-0.636, 0.414, 1.746)
H (0.847, -1.174, -2.627)
H (0.190, -2.324, -1.663)
H (-1.541, -1.956, -3.257)
H (-1.220, -0.222, -3.138)
H (-2.908, -1.430, 1.184)
H (-3.594, 0.072, 0.587)
O (3.272, 1.601, -3.340)
S (3.217, 0.422, -2.523)
O (2.962, -0.833, -3.192)
N (2.211, 0.592, -1.264)
C (2.863, 0.567, -0.089)
O (2.261, 0.570, 0.989)
C (4.347, 0.455, -0.220)
C (5.299, 0.439, 0.781)
C (6.630, 0.299, 0.404)
C (6.983, 0.174, -0.939)
C (6.018, 0.187, -1.940)
C (4.703, 0.326, -1.547)
H (4.994, 0.533, 1.815)
H (7.404, 0.286, 1.161)
H (8.025, 0.065, -1.209)
H (6.291, 0.090, -2.983)